No. 1
This record from the OMol25 dataset describes an isolated ion of composition I5P2 and charge +1 in a non-equilibrium geometry. The level of theory is ωB97M-V/def2-TZVPD.

## Properties
Strongest force on any atom   1.65 eV Å⁻¹
Total energy   -2170.91561 a.u.
Orbital gap (alpha / beta)   0.2061 / 0.2318 hartree
Highest occupied orbital energy (alpha / beta)   -12.57 / -12.79 eV
Charge   +1
LUMO level (alpha / beta)   -7.0 / -6.5 eV

The geometry in XYZ format:
```
7
Properties=species:S:1:pos:R:3:forces:R:3:mulliken_charge:R:1
P -0.273 0.737 1.205 -1.1054 0.1276 -0.4622 0.162
P 0.870 -0.483 -0.162 1.2618 -1.0322 -0.2473 -0.213
I -2.389 0.996 -0.126 1.1547 0.0407 0.4156 0.260
I -4.940 -0.356 -0.814 0.0647 -0.1039 0.0962 0.004
I 0.206 -2.839 -0.068 0.1063 0.8574 0.0309 0.293
I 1.061 0.024 -2.527 -0.1336 0.0374 0.7239 0.289
I 3.170 -0.396 0.847 -1.3484 0.0731 -0.5572 0.206
```
Forces are in eV/Å.

=====

No. 2
This record from the OMol25 dataset describes C20H60AsF6N5O5 as an isolated structure in a non-equilibrium geometry. The level of theory is ωB97M-V/def2-TZVPD.

## Properties
Strongest force on any atom   1.08 eV Å⁻¹
ΔE to the lowest compared entry with this formula, charge and spin   0.0 kcal per mole
Total energy   -4281.79837 a.u.
Orbital gap   0.3627 hartree
Highest occupied orbital energy   -18.14 eV
Charge   +4
LUMO level   -8.3 eV

The geometry in XYZ format:
```
97
Properties=species:S:1:pos:R:3:forces:R:3:mulliken_charge:R:1
C -0.970 1.463 -3.985 -0.4972 -0.4090 -0.0252 -1.316
C -2.093 2.333 -3.465 0.5055 0.5370 0.5124 0.150
C -3.217 2.625 -4.433 -0.1039 -0.2730 0.6905 -0.718
O -4.152 3.368 -3.693 -0.0363 0.0336 0.2337 -0.349
C -5.342 3.690 -4.408 -0.2806 0.3928 -0.3897 -0.759
N -2.701 1.726 -2.217 -0.2670 -0.8012 -0.2160 -0.156
H -3.433 2.338 -1.847 0.1746 0.2444 -0.0347 0.419
H -3.171 0.843 -2.441 0.0622 0.0404 -0.1346 0.370
H -1.977 1.472 -1.538 -0.0756 0.1909 0.1076 0.271
H -0.680 1.834 -4.965 0.2759 0.0333 0.0803 0.444
H -1.304 0.429 -4.120 -0.0525 0.0435 -0.0770 0.289
H -0.133 1.433 -3.291 0.1351 0.1483 -0.1328 0.395
H -1.686 3.266 -3.068 -0.0399 0.1424 -0.3408 0.300
H -3.647 1.656 -4.731 -0.0108 0.1874 -0.4583 0.380
H -2.825 3.192 -5.280 -0.0898 -0.1831 -0.1776 0.470
H -5.859 4.494 -3.890 0.1235 -0.0975 0.2406 0.259
H -6.016 2.836 -4.491 0.1340 -0.0968 -0.0354 0.319
H -5.100 4.077 -5.402 0.0319 -0.1683 -0.0157 0.329
C 5.386 -3.672 -0.499 0.0025 0.1543 -0.0395 -1.239
C 5.547 -2.374 -1.280 0.1609 -0.6568 0.2111 0.070
C 4.952 -1.172 -0.592 -0.6672 0.5018 -0.2544 -0.352
O 5.469 -1.076 0.701 0.5023 0.1128 -0.2700 -0.360
C 5.148 0.151 1.348 -0.2120 -0.3741 0.1383 -0.742
N 7.041 -2.102 -1.439 -0.1255 -0.5171 0.2277 -0.277
H 7.209 -1.292 -2.037 0.2236 0.0384 0.0972 0.354
H 7.462 -1.971 -0.512 -0.1076 0.3675 -0.0188 0.340
H 7.510 -2.922 -1.830 -0.0207 0.1214 -0.2338 0.368
H 5.581 -3.488 0.556 -0.0123 -0.1231 0.0165 0.335
H 6.045 -4.465 -0.856 -0.0045 0.0272 -0.0628 0.468
H 4.364 -4.025 -0.618 -0.0309 0.0285 0.0924 0.213
H 5.155 -2.473 -2.291 0.0207 0.1012 -0.0278 0.355
H 3.852 -1.215 -0.549 0.1194 -0.3161 -0.2210 0.084
H 5.178 -0.298 -1.229 0.0892 0.1788 0.3494 0.488
H 4.076 0.193 1.573 -0.0016 -0.0400 -0.1232 0.164
H 5.420 1.002 0.720 0.1359 0.0683 0.1114 0.374
H 5.691 0.133 2.288 0.0998 0.2413 -0.0401 0.350
C -4.731 -0.729 1.747 0.2305 0.2052 0.5350 -1.329
C -3.890 -0.274 2.936 0.2137 0.0744 -0.8884 0.380
C -4.680 0.226 4.117 0.0282 0.1697 0.4056 -0.813
O -3.746 0.501 5.138 0.2122 -0.4395 -0.0962 -0.365
C -4.323 0.499 6.437 -0.3703 0.3573 0.7120 -0.767
N -2.994 -1.374 3.418 0.6166 -0.8610 0.1008 -0.156
H -2.225 -1.555 2.759 -0.0364 0.3060 -0.0479 0.208
H -2.579 -1.110 4.320 -0.1793 0.2361 0.0188 0.413
H -3.460 -2.276 3.555 -0.3098 0.1982 0.0641 0.399
H -4.115 -1.217 0.991 -0.0094 -0.0950 0.0295 0.334
H -5.147 0.170 1.297 -0.2683 -0.1237 -0.0169 0.380
H -5.529 -1.387 2.089 -0.1032 -0.0303 -0.2515 0.403
H -3.178 0.472 2.577 -0.0666 0.1833 0.2841 0.185
H -5.401 -0.536 4.441 -0.0159 0.0295 -0.0335 0.432
H -5.229 1.137 3.856 -0.0957 -0.1189 -0.1319 0.425
H -3.574 0.815 7.159 0.1492 0.0663 -0.2062 0.252
H -4.683 -0.482 6.763 0.0236 -0.0882 -0.3589 0.340
H -5.157 1.205 6.488 0.0352 -0.0320 -0.0288 0.338
C 0.841 -6.158 -0.488 0.2431 0.1125 -0.5805 -1.607
C -0.039 -5.273 -1.344 -0.4313 0.2090 0.2941 0.942
C -0.139 -5.678 -2.802 0.7016 0.3837 -0.7189 -0.680
O -0.974 -4.858 -3.579 -0.7757 -0.2302 0.4231 -0.352
C -0.597 -3.512 -3.737 0.4452 0.3675 -0.0732 -0.492
N -1.475 -5.288 -0.833 -0.0127 0.5297 0.6978 -0.172
H -1.956 -4.448 -1.163 -0.1405 -0.2900 -0.4572 0.323
H -1.967 -6.142 -1.105 -0.1060 0.1053 -0.1633 0.389
H -1.527 -5.205 0.185 0.2643 -0.2366 -0.0028 0.379
H 1.836 -6.124 -0.936 -0.0171 -0.1666 0.0252 0.368
H 0.505 -7.194 -0.506 0.0409 -0.0273 0.2176 0.434
H 0.963 -5.766 0.520 -0.2440 -0.1409 0.1124 0.413
H 0.260 -4.229 -1.233 0.0466 -0.1009 -0.1034 -0.427
H -0.559 -6.680 -2.908 0.1840 -0.1137 0.0821 0.343
H 0.874 -5.661 -3.227 -0.0040 -0.2409 0.1220 0.406
H -0.429 -3.008 -2.783 -0.0484 0.0530 0.0204 0.105
H -1.405 -3.005 -4.260 -0.0568 -0.1164 -0.0309 0.238
H 0.314 -3.402 -4.337 -0.0159 -0.1604 0.0145 0.372
C 1.914 6.514 0.755 0.5061 -0.7491 0.2296 -1.286
C 1.301 6.197 2.105 -0.3339 0.5554 -0.1174 0.106
C 1.074 4.719 2.353 0.0062 -0.1513 0.5105 -0.631
O 2.326 4.099 2.299 0.3827 -0.1528 -0.2455 -0.364
C 2.331 2.678 2.143 -0.2792 0.2875 -0.0230 -0.737
N 2.219 6.727 3.189 0.0055 -0.4406 0.7109 -0.277
H 2.304 7.746 3.206 0.2037 -0.0177 -0.3922 0.363
H 1.878 6.481 4.125 -0.0949 -0.0791 -0.1085 0.350
H 3.135 6.273 3.111 0.0732 0.2350 -0.1329 0.348
H 2.809 5.901 0.618 0.0819 0.1471 0.1106 0.325
H 2.203 7.558 0.674 -0.2936 0.0875 -0.2849 0.421
H 1.244 6.174 -0.031 -0.1947 0.4833 -0.0600 0.354
H 0.366 6.743 2.245 -0.0403 -0.0837 -0.0174 0.339
H 0.352 4.341 1.619 0.1579 -0.0090 -0.1167 0.355
H 0.638 4.558 3.352 -0.1625 0.0576 -0.1007 0.421
H 1.902 2.387 1.180 -0.0441 0.0699 0.0083 0.306
H 1.769 2.190 2.944 0.0674 -0.0011 0.0435 0.366
H 3.370 2.368 2.169 0.0257 0.0192 0.1079 0.224
As 0.058 -1.157 0.028 0.0866 0.0683 0.2185 2.080
F 1.242 -0.004 0.521 -0.1207 0.0431 -0.2137 -0.429
F 0.835 -2.392 0.924 0.2348 -0.3789 -0.0518 -0.572
F -1.180 -2.309 -0.447 -0.2485 -0.0360 0.1223 -0.570
F -0.808 0.066 -0.893 -0.1699 0.1607 0.3368 -0.593
F 0.920 -1.535 -1.406 0.3222 -0.1237 -0.0993 -0.494
F -0.865 -0.783 1.475 -0.4605 0.1548 -0.1834 -0.536
```
Forces are in eV/Å.